# 1
The following is a DFT calculation (wB97M-V/def2-TZVPD) of KO8S2 as an isolated structure.

```
! wB97M-V def2-TZVPD RIJCOSX def2/J DEFGRID3
* xyz -3 1
O -12.69626 9.29240 12.95261
O -19.21999 6.32252 15.60969
S -13.76320 10.13091 13.53525
O -14.64443 10.55634 12.41395
O -17.18149 7.52659 14.86895
O -13.29433 11.32591 14.25616
O -14.60612 9.31572 14.44903
O -17.30805 6.68457 17.07771
O -18.73096 8.55023 16.41681
K -16.33253 8.51962 12.33754
S -18.10559 7.27751 15.99001
*
```

* energy above the lowest of the compared OMol25 structures with the same formula, charge and spin: 2.7 kcal/mol
* E_LUMO: 5.77 eV
* frontier orbital gap: 0.1128 Ha

***

# 2
The following is a DFT calculation (wB97M-V/def2-TZVPD) of C41H62BO21P as an isolated structure.

```
! wB97M-V def2-TZVPD RIJCOSX def2/J DEFGRID3
* xyz 0 1
H -6.61133 -3.23982 0.84599
H 8.47099 -8.73780 -1.16274
H 7.74012 -4.35475 1.48617
H 7.76991 -2.13432 2.49672
O -6.25658 -0.01375 4.01653
C -3.90460 -1.01125 0.34286
O 0.94451 -1.63503 -3.63462
H -5.85992 -0.09108 6.78198
H -5.07693 2.03635 6.15170
C -2.06728 6.85492 -0.59950
H 7.67099 -8.05669 0.25628
C 9.86750 -6.32831 0.62037
H -2.54307 6.95974 -4.59312
H -2.22302 0.59803 1.60117
H -1.99640 8.44423 -5.37723
C 6.92360 -2.37240 1.85494
C -0.47602 7.38411 -4.19909
H 1.08106 -2.53565 -5.49573
P -0.11659 0.28914 0.05114
H -2.10906 6.10036 -6.76294
O 5.55247 -4.78278 -0.30043
H 7.37493 2.71771 4.40853
O 6.84315 0.17204 3.03266
H 0.96828 -0.23008 -6.05268
H -1.30081 6.13397 1.25596
H -6.54842 1.32951 0.81909
H 5.13460 2.95135 3.46233
H 1.65286 -2.02898 -0.41245
O 0.71939 0.10586 -2.21127
C -1.57827 4.70537 -1.19800
H 6.66549 -0.76387 0.42052
H 0.24293 8.16911 -4.44328
C -4.53426 0.33209 0.45216
C 6.10301 -3.85021 0.21642
C -0.91460 6.42666 0.27713
H 5.10599 0.65306 2.00386
C 8.61867 -8.10572 -0.28674
H -10.00128 -2.33082 -2.74751
H 9.34261 -9.34002 1.34804
C 5.93213 1.15280 2.50988
H -9.32936 -4.65082 -1.08706
C -0.35542 5.24165 -0.48943
H -7.37587 0.78688 7.00381
C 0.12215 6.04367 -4.55047
O -9.48582 -0.79162 -0.40174
H 9.76064 -6.68830 -1.47812
H -2.08650 2.39176 1.66305
O -4.78886 1.61507 3.48640
C 9.08840 -6.70152 -0.61757
H 2.99740 0.45900 -3.89399
C -1.69697 7.43389 -5.09788
B 2.30746 0.06338 0.29589
H 6.01931 -1.99778 2.33896
O 2.99933 0.55392 1.45460
C 2.59917 -1.48998 -0.09126
H 8.07227 -1.79884 0.09677
O -2.39812 5.85645 -1.46144
O 10.17614 -7.44221 1.33461
H -2.79993 -1.04263 0.17018
C 7.32344 0.59335 4.23280
H 6.14763 -4.34576 2.31387
O -2.64568 7.90209 -0.53937
H 6.39724 1.90347 5.67239
C -7.17359 -0.25647 5.09160
H 8.25028 -6.02350 -0.77335
C 7.04340 -1.78537 0.46664
H -11.39194 -4.29934 -2.35211
C -10.14786 -4.15416 -0.55872
H 2.91090 -2.00045 0.87419
H 2.71777 -0.45379 -6.14184
C -5.99992 0.35756 0.71532
C -5.95310 1.69959 5.60061
H -12.15924 -3.52128 -0.96510
H 1.56648 1.38683 -4.44987
H -3.61856 1.98986 -0.78635
H -1.32280 4.21425 -2.13725
H 4.62925 1.42583 4.19357
O 6.24465 -2.63456 -0.37357
H 6.46737 1.77501 1.78611
C -1.26444 6.59042 -6.27865
H -8.16313 0.10065 4.79258
O 1.38484 0.89455 -0.44045
H 0.37419 5.59234 -1.22491
C -2.21632 1.51473 0.95371
C 6.67973 1.90286 4.62117
H -1.42517 -0.62530 -1.48936
H -11.47599 -1.56241 -2.07644
H 3.36771 -1.60233 -0.90559
H -7.81478 -0.92565 1.06539
H -0.74967 7.42753 -3.14633
H -2.14604 4.00794 -0.57710
O 8.16327 0.01093 4.85582
C 1.13398 -0.34372 -3.24002
H -4.18558 2.46536 0.85537
H -7.23020 -1.32686 5.28952
C -6.70973 -0.93368 0.86640
H -0.18127 7.22496 0.37685
C 1.66133 -1.87267 -4.85379
H 10.55301 -9.03806 0.08359
C -10.67455 -2.27471 -1.88967
C 1.96956 0.39387 -4.25783
C 6.77188 -3.85481 1.56910
H 0.13442 4.50082 0.14299
H -10.55510 -4.83974 0.18445
O 10.20569 -5.21822 0.92452
O 0.14218 -0.29346 1.40162
C -6.61635 0.51129 6.27153
C 1.85585 -0.50482 -5.47595
O -1.12007 1.59765 0.00471
H 2.64336 0.02770 2.20052
C -11.21434 -3.63956 -1.50250
C -9.88012 -1.88946 -0.66614
O 0.94916 5.45474 -3.91437
H -0.71630 7.17081 -7.02606
C -5.56452 1.12853 4.25809
C 9.71258 -8.60494 0.63323
H -3.99302 -3.23885 0.41981
H -6.65229 2.52435 5.44735
O -0.60200 -0.90376 -1.04231
C 5.46409 1.94287 3.71223
C -4.61073 -2.29901 0.49952
O -9.62818 -2.98791 0.09552
H 2.61085 -2.35766 -4.61069
O -0.38144 5.59966 -5.73182
C -6.06774 -2.26919 0.75408
C -3.65650 1.63398 0.29036
*
```

* E_LUMO: 0.60 eV
* frontier orbital gap: 0.3279 Ha